Record 1
This record from the Open Molecules 2025 dataset describes a 2-piece molecular cluster, C4H6N2O overall at a distorted geometry. The level of theory is the ωB97M-V functional and the def2-TZVPD basis.

Geometry as ORCA input:
```
! wB97M-V def2-TZVPD RIJCOSX def2/J DEFGRID3
* xyz 0 1
C 0.974 1.496 -1.369
C -0.054 0.608 -0.921
N -1.204 0.487 -0.952
O -2.323 0.148 -0.836
H 0.395 2.339 -1.853
H 1.476 1.960 -0.550
H 1.560 1.026 -2.136
C -0.402 -2.446 -0.195
C -1.157 -1.635 0.221
N -1.891 -0.896 1.071
H 0.377 -3.091 -0.488
H -2.806 -0.517 0.820
H -1.865 -1.398 1.998
*
```

Computed properties:
* SMILES string: CC#[N+][O-].C#CN
* HOMO: -8.297 eV
* ΔE to the lowest compared entry with this formula, charge and spin: 160.4 kcal per mole
* DFT total energy: -9266.54565 eV

Record 2
This record from the Open Molecules 2025 dataset describes a 2-piece molecular cluster, C4H6N2O overall. The level of theory is the ωB97M-V functional and the def2-TZVPD basis.

Geometry as ORCA input:
```
! wB97M-V def2-TZVPD RIJCOSX def2/J DEFGRID3
* xyz 0 1
H 0.370 -2.783 0.587
N 0.560 -1.874 1.017
C -0.084 -0.962 0.412
C -1.002 -0.955 -0.735
C -1.340 0.325 -0.965
N -0.733 1.200 -0.065
C 0.042 0.503 0.850
O 0.667 0.975 1.767
H -1.342 -1.819 -1.290
H -1.997 0.722 -1.729
H -0.850 2.200 -0.040
H 3.034 1.134 -0.215
H 2.674 1.334 0.405
*
```

Computed properties:
* SMILES string: [H]/N=C1\C=CNC1=O.[H][H]
* HOMO: -9.120 eV
* ΔE to the lowest compared entry with this formula, charge and spin: 47.1 kcal per mole
* DFT total energy: -9271.46133 eV

Record 3
This record from the Open Molecules 2025 dataset describes C4H6N2O as an isolated structure at a distorted geometry. The level of theory is the ωB97M-V functional and the def2-TZVPD basis.

Geometry as ORCA input:
```
! wB97M-V def2-TZVPD RIJCOSX def2/J DEFGRID3
* xyz 0 1
C -0.049 0.619 0.004
C 1.425 0.926 -0.045
C 1.867 -0.436 0.047
C -0.207 -0.683 -0.084
H -1.908 0.964 -0.516
H -1.125 2.752 0.044
H 1.969 1.878 0.211
H 2.793 -0.793 0.027
H -1.211 -2.034 0.826
H -1.654 -1.965 -0.555
N -1.190 1.407 0.047
N -1.530 -1.302 0.068
O 0.822 -1.334 -0.075
*
```

Computed properties:
* HOMO: -7.348 eV
* ΔE to the lowest compared entry with this formula, charge and spin: 115.1 kcal per mole
* DFT total energy: -9268.50996 eV

Record 4
This record from the Open Molecules 2025 dataset describes one molecule with the formula C4H6N2O. The level of theory is the ωB97M-V functional and the def2-TZVPD basis.

Geometry as ORCA input:
```
! wB97M-V def2-TZVPD RIJCOSX def2/J DEFGRID3
* xyz 0 1
N 1.904 0.657 -0.135
C 0.578 0.345 -0.056
C 0.079 -0.998 -0.101
O 0.907 -2.085 -0.332
C -1.380 -0.834 -0.223
C -1.663 0.484 -0.099
N -0.462 1.201 0.000
H 2.434 -0.209 -0.188
H 2.280 1.323 0.524
H 0.420 -1.458 0.898
H -2.096 -1.638 -0.316
H -2.607 1.007 -0.033
H -0.395 2.205 0.061
*
```

Computed properties:
* HOMO: -7.289 eV
* ΔE to the lowest compared entry with this formula, charge and spin: 88.0 kcal per mole
* DFT total energy: -9269.68687 eV